No. 1
C29H50O2 | ωB97M-V/def2-TZVPD

Geometry (Å):
C (-0.14779, -2.61660, -0.95359)
H (8.51496, -1.66923, 0.01524)
H (4.72531, 0.67703, -1.21292)
C (-3.99741, 1.99814, -0.49238)
C (-4.25623, 1.99656, 2.02465)
C (-8.29354, 2.12932, -1.44004)
C (9.58794, 0.07770, -1.82733)
C (-1.63720, 0.06068, -0.11812)
H (9.99626, 1.49550, 1.30142)
H (-9.35239, 1.92517, -1.56114)
C (-5.71023, -0.04215, 0.29080)
H (-10.04893, -1.07193, -0.65709)
H (-2.16635, 0.33619, 1.93520)
H (-5.67688, -3.22375, 0.57775)
C (-6.43767, -1.21527, 0.52799)
C (2.72622, -0.03988, -0.92574)
H (10.49705, 0.45641, -2.28968)
H (-3.83818, 2.99963, 2.03617)
H (4.57595, -1.08062, -1.22380)
C (9.93218, 1.49076, 0.21552)
H (2.53870, 0.20638, -1.97432)
C (4.67990, -0.21223, 0.74420)
H (3.52480, 1.47430, 1.46152)
C (0.45549, -1.21669, -0.84716)
C (-6.29321, 1.03638, -0.37106)
C (9.73324, 0.06933, -0.30684)
H (-3.96217, 1.48168, 2.93645)
C (7.19151, 0.01143, 0.17263)
H (8.76336, 0.71585, -2.13489)
H (6.09951, -1.80659, 0.49519)
H (10.85227, 1.91255, -0.18350)
H (-5.34104, 2.06064, 2.01032)
H (-1.57327, 0.65020, -1.03460)
C (-7.62947, 0.96908, -0.75968)
H (-1.71036, 1.83357, 1.11543)
H (9.40689, -0.92760, -2.20133)
H (-9.00659, -2.88840, -0.62882)
O (-9.66807, -0.22443, -0.91035)
H (2.37194, -2.12914, -1.20519)
O (-4.41250, -0.03736, 0.73078)
H (-9.40375, -2.35522, 1.01666)
H (2.12516, -1.59248, 0.45413)
H (-0.28556, -1.02065, 1.16383)
H (0.30321, -0.70036, -1.80204)
H (-7.98224, -3.34594, 0.72026)
H (5.11038, 1.91236, 0.83577)
C (-8.35365, -0.19426, -0.51485)
H (6.34463, -0.84382, 1.94847)
C (8.55778, -0.63977, 0.38145)
C (6.09892, -0.78470, 0.88455)
C (-0.23408, -0.40976, 0.25954)
H (0.36824, 0.47077, 0.49218)
H (4.96433, 1.13283, 2.41361)
C (-5.76231, -2.35787, 1.23377)
H (0.02438, -3.17202, -0.03375)
H (-3.42989, 2.92936, -0.48203)
H (-6.31962, -2.64917, 2.12301)
H (0.30623, -3.16621, -1.77549)
H (-2.28539, -0.79525, -0.30613)
H (4.01664, -0.89730, 1.28347)
C (4.56443, 1.16190, 1.40229)
C (-3.74783, 1.21877, 0.80200)
C (4.23794, -0.16930, -0.72418)
C (-5.48641, 2.27118, -0.67047)
C (-7.76155, -1.29567, 0.10886)
H (7.21138, 1.02788, 0.56397)
H (2.34965, 0.78945, -0.32660)
H (10.63389, -0.50700, -0.06019)
H (-3.65089, 1.38952, -1.32899)
C (-8.58554, -2.54125, 0.31719)
H (8.76362, -0.68580, 1.45439)
H (-5.67491, 2.58857, -1.69850)
H (9.10908, 2.13348, -0.08647)
C (-2.25666, 0.89539, 1.00138)
C (1.96557, -1.32172, -0.59103)
H (-8.17152, 3.04048, -0.85635)
H (-5.80532, 3.09169, -0.02015)
H (-1.21868, -2.56813, -1.13049)
H (6.96900, 0.05552, -0.89295)
H (-7.85874, 2.29836, -2.42516)
H (-4.76393, -2.05647, 1.53337)

Values from the calculation:
HOMO energy, eV: -7.53
Net charge: 0
Relative energy (zero: lowest compared OMol25 entry of this formula, charge and spin), kJ/mol: 29.62
E, Ha: -1285.53490
LUMO, eV: 0.733
Structure (SMILES): Cc1c(C)c2c(c(C)c1O)CC[C@](C)(CCC[C@H](C)CCC[C@H](C)CCCC(C)C)O2

=====

No. 2
C29H51AlIO6 | ωB97M-V/def2-TZVPD

Geometry (Å):
H (-3.96060, -1.56145, 4.97942)
O (-4.02314, -0.97834, -3.50725)
C (-0.90633, 3.96108, 1.58461)
O (-3.77719, -2.76035, -0.31497)
H (1.88643, -2.80341, -1.12132)
C (0.17059, -2.47652, 0.42995)
H (3.30629, -0.31138, -1.29697)
H (3.31152, -1.53910, 5.69695)
C (-1.13352, -0.49198, 1.02226)
H (3.79016, 1.60382, -4.21784)
C (2.15445, 2.19426, -1.51528)
C (0.64216, -4.70595, -0.95624)
H (-5.38224, -3.56185, 0.89843)
H (3.45514, 4.69729, -2.61845)
O (0.16212, -1.01465, 0.56960)
H (-0.18640, 3.75584, 0.68493)
C (-0.54998, -1.24761, 3.56225)
H (-2.38140, 2.22684, 1.47169)
H (-5.82247, -2.28178, -1.00265)
C (-0.71632, 1.25191, -2.16457)
C (-1.56965, 2.61139, 2.25731)
H (-4.64678, -0.80607, -0.90947)
H (5.08595, 4.50385, -1.68574)
C (-4.28403, -2.21107, -2.74838)
C (3.54411, 2.91403, -1.10348)
H (2.44331, 3.33476, 0.89131)
C (2.60136, 1.68985, -4.20454)
C (-2.61799, -0.55190, -3.42211)
C (-0.43667, 1.42950, 2.60049)
H (-0.61721, 2.14261, -1.41330)
H (2.59973, -1.25415, -2.76679)
H (5.36611, 1.39598, -1.31224)
I (-2.61145, 5.12236, 0.73267)
H (0.38147, 0.26365, 5.15706)
H (-2.17427, 2.95235, 3.19935)
H (4.74351, 3.31319, -3.12133)
C (0.19111, -0.64303, -4.00774)
H (5.41953, 2.65397, 0.16845)
H (-0.25128, -5.11371, -1.62895)
H (0.36687, 1.53119, 1.72778)
H (-0.42474, 4.68632, 2.37768)
H (0.41530, -1.79576, 3.12305)
H (-3.60598, -3.79767, 1.54891)
C (-1.15402, -0.04315, 2.62616)
H (-0.88115, -0.96286, 5.83048)
H (2.52769, -0.01985, 4.90296)
H (0.44973, -5.11760, 0.13167)
H (2.31689, 2.83716, -4.26177)
H (-5.19810, -2.76264, -3.28223)
H (-5.69503, -1.74968, 2.33673)
H (-2.04684, -1.20483, 0.86382)
C (0.58613, 0.58212, -2.93915)
C (4.23312, 3.88349, -2.23283)
C (3.15506, 3.94566, 0.15999)
H (0.06567, 1.76016, 3.60425)
H (1.72955, 1.65632, -0.53771)
H (-4.51870, -0.69324, 1.31243)
O (1.16598, -1.70717, 5.45008)
H (-3.16282, 1.22105, -1.79387)
H (2.50991, 4.83065, -0.25498)
C (-2.27790, 0.69834, -2.39872)
Al (-3.27368, -1.50037, 3.53439)
H (1.36345, 3.05945, -1.74187)
H (-1.40083, 0.51085, 0.43150)
H (4.09194, 4.27041, 0.78204)
C (-4.56518, -1.69517, 1.95480)
H (0.92183, -2.88489, 1.26310)
H (2.76855, -1.61368, 3.89340)
H (0.08292, -2.71680, -1.91837)
C (-1.34798, -1.19444, -4.24316)
C (0.73674, -3.03923, -1.00328)
H (1.05094, -1.17085, -4.64562)
C (2.16257, 1.09509, -2.70365)
C (4.72647, 1.95202, -0.50281)
C (3.08448, -0.23543, -2.46772)
C (2.44809, -1.18616, 4.95172)
C (-4.68108, -1.96977, -1.16380)
H (-0.85015, -3.00886, 0.63346)
H (-3.33436, -2.89229, -2.81916)
O (-2.51902, 0.23171, 3.18661)
C (0.02874, -0.84945, 5.08008)
H (4.16002, -0.15107, -2.97855)
H (2.17323, 1.04552, -5.08255)
O (-1.58561, -2.33290, 3.50238)
H (4.32947, 1.11658, 0.24881)
H (1.61251, -5.22679, -1.36990)
C (-4.33734, -3.02029, 1.01908)
H (-1.60950, -2.07546, -5.00276)

Values from the calculation:
HOMO energy, eV: -5.28
Net charge: -1
E, Ha: -2126.58773
LUMO, eV: 2.167